(1)
{
  "formula": "C36H64F3N6O7PtS5",
  "method": "wB97M-V/def2-TZVPD",
  "multiplicity": 3,
  "homo_lumo_gap_ha": [0.2358, 0.1776],
  "charge": 1,
  "lumo_ev": [-2.83, -4.41],
  "symbols": ["Pt", "C", "O", "O", "C", "F", "F", "F", "C", "C", "H", "H", "H", "H", "H", "H", "C", "S", "O", "C", "H", "H", "H", "H", "H", "H", "C", "S", "O", "C", "H", "H", "H", "H", "H", "H", "C", "S", "O", "C", "H", "H", "H", "H", "H", "H", "C", "S", "O", "C", "H", "H", "H", "H", "H", "H", "C", "S", "O", "C", "H", "H", "H", "H", "H", "H", "C", "C", "N", "H", "H", "H", "N", "C", "C", "C", "C", "H", "H", "H", "H", "H", "N", "C", "C", "C", "C", "H", "H", "H", "H", "H", "N", "C", "C", "C", "C", "H", "H", "H", "H", "H", "N", "C", "C", "C", "C", "H", "H", "H", "H", "H", "N", "C", "C", "C", "C", "H", "H", "H", "H", "H"],
  "positions_angstrom": [[-10.616, -22.402, 2.685], [-7.899, -23.673, 1.744], [-7.173, -23.176, 2.841], [-8.938, -22.924, 1.518], [-6.960, -23.869, 0.546], [-6.396, -22.726, 0.089], [-5.966, -24.717, 0.941], [-7.635, -24.429, -0.486], [-6.623, -24.069, 3.820], [-5.938, -23.158, 4.797], [-5.039, -22.646, 4.464], [-6.651, -22.359, 5.016], [-5.704, -23.707, 5.710], [-5.984, -24.825, 3.358], [-7.436, -24.621, 4.319], [-8.166, -24.739, 1.965], [-11.851, -25.909, 4.280], [-10.244, -25.307, 4.808], [-9.990, -24.112, 3.924], [-10.716, -24.634, 6.401], [-12.344, -26.540, 5.017], [-11.650, -26.497, 3.388], [-12.470, -25.039, 4.072], [-11.445, -25.276, 6.893], [-11.231, -23.682, 6.239], [-9.810, -24.474, 6.977], [-1.892, -19.895, 0.676], [-2.009, -21.593, 0.112], [-0.655, -22.180, 0.032], [-2.821, -22.181, 1.637], [-2.907, -19.509, 0.788], [-1.355, -19.254, -0.020], [-1.390, -19.838, 1.645], [-2.646, -23.253, 1.650], [-3.875, -21.962, 1.435], [-2.478, -21.660, 2.526], [-9.351, -19.018, 5.488], [-9.833, -20.733, 5.596], [-9.534, -21.340, 4.245], [-8.600, -21.210, 6.793], [-9.672, -18.468, 6.370], [-9.823, -18.590, 4.608], [-8.267, -18.974, 5.375], [-8.785, -20.782, 7.773], [-7.635, -20.879, 6.400], [-8.498, -22.289, 6.889], [-7.163, -24.197, 10.681], [-7.096, -24.208, 8.901], [-6.526, -22.875, 8.521], [-5.783, -25.392, 8.607], [-6.200, -23.955, 11.128], [-7.441, -25.182, 11.070], [-7.957, -23.494, 10.915], [-5.239, -25.195, 7.692], [-6.095, -26.434, 8.677], [-5.130, -25.271, 9.480], [-10.874, -25.064, -0.328], [-12.175, -24.022, 0.297], [-11.924, -23.703, 1.775], [-11.675, -22.546, -0.598], [-11.044, -26.069, 0.047], [-9.869, -24.672, -0.176], [-11.009, -25.146, -1.412], [-12.299, -21.731, -0.248], [-11.740, -22.740, -1.664], [-10.626, -22.392, -0.319], [-4.723, -19.966, -1.570], [-3.538, -19.648, -2.350], [-2.614, -19.396, -2.944], [-4.825, -19.326, -0.705], [-4.566, -21.003, -1.250], [-5.639, -19.924, -2.151], [-8.736, -29.103, 0.570], [-8.647, -27.783, 0.965], [-7.309, -27.463, 1.098], [-6.576, -28.638, 0.751], [-7.481, -29.629, 0.458], [-9.590, -29.552, 0.306], [-9.552, -27.265, 1.234], [-6.909, -26.479, 1.286], [-5.503, -28.725, 0.728], [-7.302, -30.669, 0.257], [-2.441, -26.507, -2.741], [-1.537, -25.746, -2.064], [-2.265, -24.932, -1.232], [-3.642, -25.237, -1.405], [-3.729, -26.180, -2.381], [-2.100, -27.235, -3.336], [-0.482, -25.868, -2.216], [-1.911, -24.173, -0.559], [-4.451, -24.811, -0.846], [-4.568, -26.712, -2.789], [-3.969, -22.084, 7.068], [-3.398, -21.025, 6.414], [-2.096, -21.334, 6.166], [-1.851, -22.635, 6.683], [-3.021, -23.046, 7.259], [-4.894, -22.117, 7.467], [-3.992, -20.201, 6.058], [-1.369, -20.704, 5.681], [-0.936, -23.188, 6.584], [-3.216, -23.905, 7.881], [-5.172, -29.217, 4.637], [-4.731, -29.605, 5.870], [-5.193, -28.686, 6.770], [-6.085, -27.800, 6.069], [-6.011, -28.132, 4.755], [-4.918, -29.621, 3.759], [-4.074, -30.448, 5.995], [-5.004, -28.614, 7.828], [-6.637, -26.958, 6.449], [-6.522, -27.764, 3.884], [-7.084, -20.237, 3.270], [-5.898, -19.678, 3.626], [-5.979, -18.335, 3.375], [-7.280, -18.066, 2.872], [-7.918, -19.267, 2.789], [-7.269, -21.234, 3.286], [-5.115, -20.302, 4.022], [-5.221, -17.597, 3.580], [-7.644, -17.116, 2.523], [-8.928, -19.514, 2.510]],
  "lowdin_charge": [1.21, -0.50, -0.11, -0.23, -0.51, 0.15, 0.10, 0.13, -0.21, -0.04, 0.08, 0.06, 0.07, 0.12, 0.10, 0.15, -0.23, 0.92, -0.66, -0.22, 0.07, 0.05, 0.06, 0.06, 0.06, 0.03, -0.27, 0.78, -0.53, -0.23, 0.04, 0.06, 0.06, 0.05, 0.04, 0.04, -0.23, 0.90, -0.69, -0.25, 0.07, 0.06, 0.05, 0.08, 0.06, 0.03, -0.25, 0.82, -0.56, -0.26, 0.07, 0.07, 0.05, 0.04, 0.05, 0.06, -0.24, 0.95, -0.70, -0.23, 0.04, 0.04, 0.08, 0.06, 0.07, 0.05, -0.08, -0.31, 0.15, 0.07, 0.06, 0.08, 0.01, -0.13, -0.10, -0.10, -0.13, 0.14, 0.08, 0.06, 0.10, 0.11, 0.00, -0.12, -0.10, -0.11, -0.14, 0.14, 0.11, 0.04, 0.06, 0.10, 0.01, -0.15, -0.11, -0.09, -0.15, 0.09, 0.10, 0.09, 0.09, 0.10, 0.02, -0.13, -0.11, -0.12, -0.14, 0.14, 0.11, 0.08, 0.06, 0.09, 0.03, -0.14, -0.10, -0.11, -0.19, 0.09, 0.09, 0.09, 0.10, 0.10]
}

(2)
{
  "formula": "C36H64F5N4O2P",
  "method": "wB97M-V/def2-TZVPD",
  "multiplicity": 1,
  "homo_lumo_gap_ha": 0.3690,
  "smiles": "CCCCCCCCCCCCCP(CCOC(=O)CC)C(F)(F)C(F)(F)F.CCCC#N.CCCC#N.CCCC#N.CCCC#N",
  "charge": 0,
  "lumo_ev": 0.65,
  "symbols": ["C", "C", "C", "C", "C", "C", "C", "C", "C", "C", "C", "C", "C", "P", "C", "C", "O", "C", "O", "C", "C", "C", "F", "F", "C", "F", "F", "F", "H", "H", "H", "H", "H", "H", "H", "H", "H", "H", "H", "H", "H", "H", "H", "H", "H", "H", "H", "H", "H", "H", "H", "H", "H", "H", "H", "H", "H", "H", "H", "H", "H", "H", "H", "H", "C", "C", "C", "C", "N", "H", "H", "H", "H", "H", "H", "H", "C", "C", "C", "C", "N", "H", "H", "H", "H", "H", "H", "H", "C", "C", "C", "C", "N", "H", "H", "H", "H", "H", "H", "H", "C", "C", "C", "C", "N", "H", "H", "H", "H", "H", "H", "H"],
  "positions_angstrom": [[3.810, 0.430, 2.931], [2.367, 0.075, 2.516], [2.213, -1.369, 2.034], [0.749, -1.849, 1.905], [0.333, -2.111, 0.452], [-1.153, -2.444, 0.254], [-1.654, -2.297, -1.190], [-1.929, -0.846, -1.642], [-0.779, -0.122, -2.367], [-0.712, 1.382, -2.060], [-0.390, 1.743, -0.596], [-1.173, 2.930, -0.008], [-2.698, 2.798, -0.195], [-3.704, 3.709, 1.045], [-5.377, 3.117, 0.541], [-5.533, 1.621, 0.274], [-6.916, 1.255, 0.393], [-7.194, 0.154, 1.162], [-7.615, 0.270, 2.277], [-6.984, -1.163, 0.460], [-5.504, -1.599, 0.467], [-3.600, 2.772, 2.727], [-4.860, 2.475, 3.148], [-3.097, 3.666, 3.625], [-2.790, 1.464, 2.976], [-2.901, 0.623, 1.938], [-3.217, 0.825, 4.034], [-1.505, 1.707, 3.126], [4.210, 1.264, 2.344], [4.477, -0.426, 2.780], [3.868, 0.707, 3.990], [1.674, 0.251, 3.347], [2.069, 0.743, 1.697], [2.657, -1.417, 1.033], [2.800, -2.021, 2.695], [0.580, -2.753, 2.504], [0.077, -1.079, 2.312], [0.589, -1.218, -0.133], [0.946, -2.927, 0.043], [-1.341, -3.466, 0.609], [-1.752, -1.783, 0.898], [-2.571, -2.891, -1.300], [-0.915, -2.745, -1.868], [-2.236, -0.272, -0.759], [-2.796, -0.843, -2.314], [0.190, -0.588, -2.152], [-0.938, -0.247, -3.448], [0.071, 1.828, -2.689], [-1.656, 1.837, -2.388], [0.676, 1.981, -0.549], [-0.527, 0.877, 0.063], [-0.934, 3.004, 1.056], [-0.819, 3.871, -0.448], [-2.999, 3.287, -1.134], [-2.981, 1.749, -0.295], [-6.103, 3.436, 1.293], [-5.575, 3.686, -0.376], [-5.222, 1.390, -0.752], [-4.923, 1.021, 0.953], [-7.601, -1.900, 0.983], [-7.343, -1.070, -0.572], [-4.938, -1.138, -0.348], [-5.008, -1.350, 1.411], [-5.443, -2.686, 0.350], [4.078, -2.291, -3.358], [5.340, -1.823, -2.647], [5.091, -1.425, -1.189], [4.220, -0.258, -1.073], [3.544, 0.667, -0.986], [3.337, -1.490, -3.411], [4.305, -2.614, -4.372], [3.628, -3.138, -2.837], [5.779, -0.976, -3.179], [6.078, -2.624, -2.653], [6.027, -1.188, -0.679], [4.626, -2.251, -0.645], [-11.604, 3.754, 0.566], [-11.554, 2.607, 1.568], [-10.600, 1.489, 1.135], [-11.035, 0.834, -0.099], [-11.383, 0.317, -1.063], [-11.982, 3.416, -0.400], [-12.257, 4.552, 0.921], [-10.610, 4.177, 0.409], [-12.553, 2.191, 1.711], [-11.217, 2.972, 2.539], [-10.518, 0.728, 1.912], [-9.594, 1.884, 0.977], [9.443, -4.927, -6.210], [9.563, -4.045, -4.974], [8.895, -4.665, -3.741], [7.450, -4.812, -3.917], [6.313, -4.899, -4.051], [8.400, -5.070, -6.493], [9.961, -4.477, -7.057], [9.882, -5.910, -6.034], [9.116, -3.068, -5.166], [10.613, -3.873, -4.733], [9.066, -4.052, -2.855], [9.314, -5.653, -3.537], [7.123, 3.642, 2.710], [7.354, 2.557, 3.754], [8.483, 1.594, 3.372], [8.177, 0.820, 2.168], [7.931, 0.208, 1.229], [6.814, 3.212, 1.756], [6.342, 4.329, 3.034], [8.031, 4.224, 2.540], [6.434, 1.989, 3.905], [7.612, 3.006, 4.714], [8.678, 0.888, 4.181], [9.408, 2.145, 3.195]],
  "lowdin_charge": [-0.11, -0.26, -0.22, -0.20, -0.22, -0.21, -0.20, -0.21, -0.20, -0.20, -0.20, -0.24, -0.39, 1.11, -0.33, -0.23, -0.04, -0.50, 0.14, -0.13, -0.08, -0.53, 0.06, 0.04, -0.62, 0.13, 0.20, 0.17, 0.06, 0.06, 0.06, 0.10, 0.09, 0.08, 0.11, 0.11, 0.10, 0.09, 0.12, 0.11, 0.10, 0.10, 0.11, 0.08, 0.11, 0.10, 0.11, 0.11, 0.10, 0.10, 0.09, 0.09, 0.11, 0.09, 0.05, 0.09, 0.08, 0.13, 0.09, 0.12, 0.13, 0.06, 0.08, 0.08, -0.11, -0.26, -0.19, -0.24, 0.16, 0.07, 0.06, 0.08, 0.11, 0.07, 0.10, 0.12, -0.11, -0.26, -0.20, -0.24, 0.14, 0.07, 0.07, 0.08, 0.11, 0.11, 0.12, 0.11, -0.11, -0.26, -0.19, -0.23, 0.17, 0.07, 0.07, 0.08, 0.11, 0.11, 0.12, 0.12, -0.11, -0.26, -0.19, -0.23, 0.15, 0.07, 0.07, 0.08, 0.10, 0.11, 0.12, 0.12]
}